{"formula": "C16H43ClInNO5PS4", "method": "ωB97M-V/def2-TZVPD", "species": ["C", "C", "C", "Cl", "In", "C", "C", "C", "N", "O", "P", "C", "C", "H", "H", "H", "H", "H", "H", "H", "H", "H", "H", "H", "H", "H", "H", "H", "H", "H", "H", "H", "C", "S", "O", "C", "H", "H", "H", "H", "H", "H", "C", "S", "O", "C", "H", "H", "H", "H", "H", "H", "C", "S", "O", "C", "H", "H", "H", "H", "H", "H", "C", "S", "O", "C", "H", "H", "H", "H", "H", "H"], "coordinates": [[-1.878, -3.548, 3.422], [-1.050, -2.420, 2.791], [-1.358, -2.129, 1.344], [-1.235, -3.641, 0.342], [0.047, -0.585, 0.446], [0.442, 1.047, 1.919], [0.273, 2.481, 1.334], [-0.816, 3.216, 2.065], [-2.057, 2.561, 2.296], [-0.640, 4.316, 2.469], [2.311, -1.586, -0.199], [3.334, -1.984, 1.313], [2.089, -3.122, -1.242], [-1.283, -4.089, 4.154], [-2.761, -3.156, 3.915], [-2.201, -4.271, 2.689], [0.007, -2.656, 2.888], [-1.229, -1.521, 3.368], [-2.360, -1.731, 1.281], [-0.682, -0.022, -1.083], [-0.151, 0.951, 2.818], [1.470, 0.954, 2.246], [0.103, 2.488, 0.262], [1.163, 3.050, 1.527], [-2.209, 1.881, 1.553], [-2.034, 2.049, 3.170], [4.331, -1.636, 1.140], [3.378, -3.037, 1.578], [2.955, -1.453, 2.179], [2.312, -4.034, -0.699], [1.057, -3.174, -1.553], [2.690, -3.040, -2.138], [-4.178, -0.554, -2.836], [-3.841, 0.613, -1.514], [-3.704, -0.170, -0.262], [-5.489, 1.347, -1.491], [-3.287, -1.157, -2.995], [-5.009, -1.200, -2.557], [-4.412, -0.007, -3.750], [-6.235, 0.575, -1.298], [-5.682, 1.833, -2.448], [-5.516, 2.089, -0.694], [6.412, -0.888, 4.288], [7.249, -1.681, 2.908], [6.243, -2.519, 2.220], [8.261, -2.780, 3.915], [5.691, -0.182, 3.879], [5.892, -1.639, 4.883], [7.142, -0.354, 4.898], [7.618, -3.403, 4.538], [8.935, -2.188, 4.536], [8.842, -3.410, 3.244], [2.169, 6.238, 1.672], [1.711, 5.457, 0.121], [2.671, 4.352, -0.112], [2.235, 6.820, -0.936], [1.960, 5.531, 2.471], [3.232, 6.484, 1.659], [1.570, 7.137, 1.816], [3.295, 7.025, -0.777], [1.638, 7.704, -0.710], [2.071, 6.524, -1.970], [-6.337, -1.522, -6.564], [-5.085, -2.805, -6.393], [-4.248, -2.442, -5.226], [-4.159, -2.352, -7.867], [-7.008, -1.593, -5.710], [-5.859, -0.542, -6.576], [-6.898, -1.683, -7.485], [-3.828, -1.316, -7.790], [-4.788, -2.488, -8.748], [-3.293, -3.008, -7.933]], "homo_lumo_gap_ev": 4.67, "e_lumo_ev": 1.9, "total_charge": -1}

=====

{"formula": "C3H17NO4", "method": "ωB97M-V/def2-TZVPD", "species": ["C", "C", "N", "C", "H", "H", "H", "H", "H", "H", "H", "H", "H", "H", "H", "O", "H", "H", "O", "H", "H", "O", "H", "H", "O"], "coordinates": [[-0.317, 0.698, 2.033], [-0.846, 0.896, 0.620], [-1.550, -0.316, 0.109], [-2.501, -0.030, -0.964], [0.581, 0.074, 2.014], [-1.028, 0.245, 2.722], [0.030, 1.641, 2.449], [-0.132, 1.101, -0.192], [-1.566, 1.716, 0.573], [-2.071, -0.729, 0.895], [-1.902, 0.459, -1.748], [-2.820, -0.989, -1.375], [-3.328, 0.649, -0.743], [1.002, 1.032, -1.462], [0.592, -0.445, -1.605], [0.350, 0.438, -1.898], [-0.078, -2.709, -0.994], [-0.457, -1.380, -0.223], [0.265, -2.068, -0.347], [2.964, -1.874, -0.229], [1.961, -1.077, 0.588], [2.901, -1.093, 0.337], [2.936, 0.628, -0.544], [2.528, 1.641, 0.465], [2.486, 1.491, -0.480]], "homo_lumo_gap_ev": [11.64, 5.74], "e_lumo_ev": [-3.2, -9.1], "s_squared": 0.755, "total_charge": 1, "multiplicity": 2, "e_above_lowest_kj_mol": 49.7}

=====

{"formula": "C7H10", "method": "ωB97M-V/def2-TZVPD", "species": ["C", "C", "C", "C", "C", "C", "C", "H", "H", "H", "H", "H", "H", "H", "H", "H", "H"], "coordinates": [[0.861, -1.504, -1.908], [1.544, -0.502, -1.368], [-0.399, -0.895, -1.607], [0.118, 0.417, -0.818], [-0.087, 0.479, 0.558], [-0.551, 1.791, 1.217], [0.398, -0.566, 1.556], [1.195, -2.481, -2.395], [-1.089, -0.530, -2.467], [-0.940, -1.369, -0.811], [-0.012, 1.368, -1.216], [-1.684, 1.607, 1.327], [-0.580, 2.705, 0.638], [-0.122, 1.926, 2.230], [1.364, -0.822, 1.240], [-0.315, -1.413, 1.334], [0.300, -0.210, 2.489]], "homo_lumo_gap_ev": [7.73, 7.46], "e_lumo_ev": [0.2, 0.1], "e_above_lowest_kj_mol": 592.0}

=====

{"formula": "C6H7N2", "method": "ωB97M-V/def2-TZVPD", "species": ["C", "C", "C", "C", "C", "C", "N", "N", "H", "H", "H", "H", "H", "H", "H"], "coordinates": [[-1.675, 0.750, -0.790], [-2.465, -0.128, -0.070], [-0.290, 0.874, -0.589], [-1.641, -0.916, 0.777], [2.846, -0.177, -0.452], [3.261, -0.362, 0.646], [0.334, 0.059, 0.296], [-0.344, -0.892, 0.911], [-2.142, 1.431, -1.544], [-3.481, -0.230, -0.070], [0.400, 1.584, -1.204], [-2.177, -1.562, 1.513], [2.357, 0.066, -1.328], [1.324, 0.257, 0.405], [3.693, -0.753, 1.501]], "homo_lumo_gap_ev": [7.37, 6.03], "e_lumo_ev": [-4.5, -9.0], "s_squared": 2.018, "total_charge": 1, "multiplicity": 3, "e_above_lowest_kj_mol": 309.6}